1.
Density functional theory data (ωB97M-V with the def2-TZVPD basis set) for a cluster of 2 separate species, CH3FOS in total in a non-equilibrium geometry.

CARTESIAN COORDINATES (ANGSTROEM)
C1 -0.45 -1.02 -0.69
O1 -0.92 0.12 -0.35
F1 0.78 2.11 1.27
S1 1.01 -1.78 -0.48
H1 1.30 1.36 1.38
H2 -1.22 -1.51 -1.46
H3 -0.50 0.72 0.33

Output
Energy relative to the best compared isomer or geometry (same formula, charge and spin)   14.2 kJ/mol
HOMO level (spin up / spin down)   -6.103 / -10.007 eV
DFT total energy   -613.0512 Ha
LUMO level (spin up / spin down)   0.42 / -2.78 eV
Multiplicity   3

Calculated atomic charges, method Mulliken, unit e: -0.02 -0.41 -0.40 -0.11 0.40 0.26 0.29

2.
Density functional theory data (ωB97M-V with the def2-TZVPD basis set) for a cluster of 4 separate species, CH10O3 in total in a non-equilibrium geometry.

CARTESIAN COORDINATES (ANGSTROEM)
C1 -1.43 -0.23 0.71
H1 -1.71 0.71 1.17
H2 -2.25 -0.53 0.06
H3 -1.48 -1.01 1.47
H4 -0.51 -0.15 0.14
O1 -0.20 2.26 -1.32
H5 -0.35 1.98 -0.41
H6 -0.82 1.68 -1.79
O2 0.91 -0.69 -1.65
H7 1.26 -1.41 -1.13
H8 1.34 0.15 -1.43
O3 1.74 -0.72 1.71
H9 1.12 -1.41 1.46
H10 2.39 -0.64 1.01

Output
Energy relative to the best compared isomer or geometry (same formula, charge and spin)   61.1 kJ/mol
HOMO level   -11.593 eV
DFT total energy   -269.7923 Ha
LUMO level   0.38 eV
SMILES   C.O.O.O

Results of the Mulliken charge analysis, in e, for atoms 1 through 8: -0.88 0.28 0.29 0.30 0.02 -0.66 0.32 0.34

3.
Density functional theory data (ωB97M-V with the def2-TZVPD basis set) for a cluster of 2 separate species, C18H32FN6O5S in total in a non-equilibrium geometry.

CARTESIAN COORDINATES (ANGSTROEM)
O1 -2.79 -5.43 -3.85
O2 -0.12 -1.63 -5.38
O3 -2.35 1.25 3.63
O4 -1.03 1.67 5.61
F1 7.19 1.60 3.63
O5 -2.14 3.62 4.52
C1 -1.69 -5.27 -4.38
C2 -1.26 -1.66 -4.95
C3 -2.60 -0.91 1.14
C4 6.34 4.34 1.35
C5 7.05 3.30 1.96
C6 5.07 4.69 1.84
C7 5.24 2.96 3.52
C8 6.50 2.60 3.04
C9 4.52 4.01 2.93
N1 -1.91 -1.19 2.20
N2 -2.11 -0.67 -5.25
N3 -2.62 -1.69 0.08
N4 2.13 3.48 3.06
N5 -1.10 -4.08 -4.48
N6 -3.30 0.18 1.18
C10 -0.95 -6.46 -4.95
C11 -3.52 -0.56 -4.89
C12 3.18 4.41 3.51
C13 -1.87 -2.94 -0.12
C14 0.86 3.58 3.77
C15 -1.99 -3.45 -1.56
C16 -1.32 -2.51 -2.57
C17 0.00 2.47 3.23
C18 -1.70 -2.81 -4.03
S1 -1.41 2.18 4.29
H1 -2.33 3.59 5.47
H2 6.77 4.87 0.51
H3 8.03 3.02 1.60
H4 4.53 5.51 1.37
H5 4.82 2.42 4.36
H6 -1.37 -2.04 2.24
H7 -2.00 -0.59 3.01
H8 -1.72 0.03 -5.87
H9 -3.23 -1.41 -0.68
H10 2.02 3.54 2.05
H11 -0.21 -4.03 -4.95
H12 -3.90 0.46 0.42
H13 -3.28 0.73 2.03
H14 -1.54 -7.36 -4.78
H15 -0.81 -6.31 -6.02
H16 0.01 -6.56 -4.45
H17 -3.91 0.41 -5.22
H18 -3.65 -0.64 -3.81
H19 -4.10 -1.35 -5.38
H20 3.25 4.41 4.60
H21 2.93 5.43 3.20
H22 -0.81 -2.79 0.12
H23 -2.26 -3.71 0.55
H24 1.02 3.45 4.85
H25 0.38 4.55 3.61
H26 -1.51 -4.44 -1.62
H27 -3.04 -3.57 -1.80
H28 -1.63 -1.48 -2.36
H29 -0.23 -2.56 -2.46
H30 0.58 1.54 3.19
H31 -0.35 2.71 2.23
H32 -2.78 -2.90 -4.11

Output
Net charge   +1
Energy relative to the best compared isomer or geometry (same formula, charge and spin)   0.0 kJ/mol
HOMO level   -11.046 eV
DFT total energy   -1907.7268 Ha
LUMO level   -2.54 eV

Results of the Mulliken charge analysis, in e, for atoms 1 through 8: -0.62 -0.68 -0.85 -0.61 -0.30 -0.44 0.70 -0.04

4.
Density functional theory data (ωB97M-V with the def2-TZVPD basis set) for the molecule C20H27N3O3.

CARTESIAN COORDINATES (ANGSTROEM)
C1 -5.71 -2.33 0.06
C2 -4.51 -2.25 1.00
C3 -3.87 -3.63 1.16
C4 -3.46 -1.25 0.50
C5 -3.96 0.19 0.50
C6 -2.86 1.22 0.24
C7 -3.35 2.62 0.64
O1 -4.50 2.90 0.83
O2 -2.38 3.52 0.77
C8 -2.32 1.32 -1.21
C9 -3.33 0.90 -2.27
C10 -1.00 0.54 -1.35
C11 0.12 1.20 -0.57
O3 -0.02 2.21 0.10
N1 1.31 0.55 -0.70
C12 2.51 0.93 -0.13
C13 2.82 2.01 0.72
C14 4.16 1.88 0.96
N2 4.59 0.79 0.29
C15 5.88 0.25 0.23
C16 6.97 0.89 0.82
C17 8.23 0.33 0.73
C18 8.42 -0.87 0.06
C19 7.34 -1.50 -0.53
C20 6.08 -0.95 -0.45
N3 3.59 0.20 -0.37
H1 -6.41 -3.09 0.42
H2 -5.39 -2.61 -0.94
H3 -6.23 -1.38 0.01
H4 -4.86 -1.92 1.98
H5 -4.60 -4.34 1.54
H6 -3.03 -3.59 1.85
H7 -3.51 -4.00 0.20
H8 -3.16 -1.55 -0.51
H9 -2.58 -1.32 1.14
H10 -4.38 0.41 1.49
H11 -4.77 0.33 -0.22
H12 -2.02 0.99 0.91
H13 -1.49 3.15 0.58
H14 -2.07 2.37 -1.40
H15 -3.56 -0.16 -2.22
H16 -2.92 1.11 -3.26
H17 -4.24 1.47 -2.16
H18 -1.12 -0.49 -1.00
H19 -0.71 0.50 -2.40
H20 1.36 -0.28 -1.27
H21 2.14 2.76 1.08
H22 4.80 2.49 1.56
H23 6.84 1.83 1.34
H24 9.07 0.83 1.19
H25 9.41 -1.30 0.00
H26 7.48 -2.44 -1.05
H27 5.23 -1.43 -0.90

Output
Energy relative to the best compared isomer or geometry (same formula, charge and spin)   162.4 kJ/mol
HOMO level   -8.546 eV
DFT total energy   -1168.3522 Ha
LUMO level   0.49 eV
SMILES   CC(C)CC[C@H](C(=O)O)[C@H](C)CC(=O)Nc1ccn(-c2ccccc2)n1

Results of the Mulliken charge analysis, in e, for atoms 1 through 8: -1.50 0.70 -1.64 -0.71 -0.99 0.26 0.05 -0.59

5.
Density functional theory data (ωB97M-V with the def2-TZVPD basis set) for a cluster of 3 separate species, C6H12O2 in total in a non-equilibrium geometry.

CARTESIAN COORDINATES (ANGSTROEM)
C1 1.26 1.97 -1.41
C2 0.65 1.37 -2.50
C3 1.64 1.22 0.58
C4 0.80 2.14 -0.02
C5 0.72 -1.02 1.07
C6 1.41 0.18 1.55
H1 2.34 1.93 -1.62
H2 1.39 0.75 -3.03
H3 -0.26 1.55 -3.04
H4 2.68 1.50 0.47
H5 -0.25 2.21 0.29
H6 1.40 -1.77 0.67
H7 -0.08 -1.39 1.74
H8 1.69 0.35 2.59
H9 0.26 -0.82 0.09
H10 -2.25 -3.94 0.77
O1 -2.10 -3.04 1.10
H11 -2.56 -1.82 0.23
H12 -3.68 -1.35 -0.73
O2 -2.84 -1.05 -0.37

Output
Energy relative to the best compared isomer or geometry (same formula, charge and spin)   989.5 kJ/mol
HOMO level   -6.894 eV
DFT total energy   -385.9433 Ha
LUMO level   -3.68 eV

Results of the Mulliken charge analysis, in e, for atoms 1 through 8: -0.17 -0.65 -0.52 0.18 -0.92 0.07 0.23 0.20

6.
Density functional theory data (ωB97M-V with the def2-TZVPD basis set) for the molecule C3H6N2O in a non-equilibrium geometry.

CARTESIAN COORDINATES (ANGSTROEM)
O1 2.01 0.30 -0.30
C1 0.62 0.18 0.34
C2 -0.22 1.36 0.07
N1 -1.38 0.98 -0.25
N2 -1.49 -0.27 0.10
C3 -0.26 -0.91 -0.22
H1 2.39 -0.58 0.24
H2 0.99 0.04 1.28
H3 0.06 2.29 -0.14
H4 -2.56 -0.80 0.03
H5 -0.19 -0.70 -1.36
H6 0.03 -1.88 0.22

Output
Energy relative to the best compared isomer or geometry (same formula, charge and spin)   472.8 kJ/mol
HOMO level   -8.398 eV
DFT total energy   -302.5130 Ha
LUMO level   0.75 eV
SMILES   O[C@H]1C=NNC1

Results of the Mulliken charge analysis, in e, for atoms 1 through 8: -0.53 -0.07 -0.36 -0.59 -0.09 -0.45 0.35 0.30